Here is a cluster of 4 separate species, C21H46N2O12PS2 in total from the OMol25 dataset. Energies are from wB97M-V/def2-TZVPD.

Total energy: -81025.229 eV
HOMO-LUMO gap: 7.712 eV
Charge: -1

Each line ends with the Mulliken charge.
Atoms and positions in Å:
C -1.1410 6.8800 7.9508  -0.841
C 0.1045 6.4305 6.9282  -0.307
O -0.0859 7.1204 5.6438  -0.408
P 0.2429 6.0832 4.2783  1.011
O 1.2178 4.8760 4.5772  -0.687
C -1.4991 5.5191 3.6199  -0.640
C -1.5721 3.9220 3.2603  -0.570
C -2.2810 3.6082 1.7782  -0.587
S -1.5827 1.9233 1.2235  0.886
O -1.6959 0.9998 2.4949  -0.621
O -0.0803 2.2167 0.8460  -0.643
N -2.4383 1.2693 -0.1626  -0.559
S -1.7397 -0.2827 -0.6575  1.060
O -0.5910 -0.7586 0.2650  -0.475
O -2.9405 -1.3045 -0.5839  -0.627
O -1.0935 -0.1666 -2.2376  -0.430
C -0.2112 -1.2998 -2.5596  -0.310
C 1.3964 -0.8706 -2.6929  -0.141
N 2.0358 -0.9448 -1.3241  -0.057
C 3.2226 -1.8909 -1.2834  -0.614
C 2.6912 -3.2334 -0.4392  1.168
C 2.5413 -2.8645 1.1694  -0.865
O 3.5719 -4.4020 -0.6269  -0.550
O 0.9734 7.0831 3.0505  -0.451
C 1.3257 6.3218 1.8430  -0.151
C 2.6623 7.0948 1.1996  -0.956
H -2.1202 6.5115 7.4216  0.233
H -0.9598 6.2457 8.9434  0.298
H -1.1244 8.0196 8.2173  0.249
H 0.0554 5.2624 6.8804  0.308
H 1.1411 6.7583 7.4097  0.249
H -2.2538 5.6940 4.5220  0.319
H -1.8178 6.2391 2.7461  0.409
H -0.5085 3.3883 3.2025  0.363
H -2.1737 3.2995 4.0812  0.322
H -2.0538 4.4676 0.9914  0.322
H -3.4416 3.4576 1.9505  0.298
H -0.5127 -1.6615 -3.6553  0.271
H -0.3479 -2.2419 -1.8691  0.224
H 1.8485 -1.5996 -3.4928  -0.064
H 1.4972 0.2248 -3.1457  0.233
H 2.2758 0.0031 -0.9438  0.241
H 4.1875 -1.4125 -0.7743  0.312
H 3.5725 -2.2679 -2.3380  -0.008
H 1.5766 -3.4141 -0.8231  -0.478
H 2.1493 -1.7519 1.3421  0.222
H 3.5707 -3.0489 1.7390  0.302
H 1.6844 -3.5598 1.6167  0.168
H 4.4766 -4.1994 -0.2129  0.329
H 0.5161 6.3303 0.9959  0.169
H 1.6677 5.2185 2.0296  0.321
H 3.3212 7.4372 2.1293  0.264
H 3.2791 6.3111 0.5529  0.301
H 2.2923 7.9914 0.5404  0.255
C 0.7160 -6.9802 -0.4221  -1.081
C -0.4490 -6.0454 -0.6091  0.793
O -0.3116 -4.9575 -1.1662  -0.510
C -1.7884 -6.4932 -0.0881  -1.019
H 1.6175 -6.5259 -0.8466  0.213
H 0.8823 -7.1579 0.6434  0.320
H 0.5225 -7.9231 -0.9396  0.369
H -1.7336 -6.6491 0.9921  0.339
H -2.0935 -7.4144 -0.5908  0.348
H -2.5349 -5.7183 -0.2930  0.170
C -4.7560 -2.6882 -2.0376  -0.807
C -5.5191 -3.9858 -2.0287  0.850
O -4.9518 -5.0615 -2.2125  -0.590
C -7.0031 -3.9162 -1.7861  -1.159
H -3.6963 -2.8919 -2.2242  0.119
H -5.1332 -2.0409 -2.8333  0.362
H -4.8518 -2.1943 -1.0675  0.330
H -7.4804 -3.3236 -2.5706  0.323
H -7.1990 -3.4769 -0.8047  0.305
H -7.4220 -4.9279 -1.8072  0.315
C 3.7466 -0.9549 -7.1572  -1.172
C 3.7259 -1.8356 -5.9365  0.822
O 3.5056 -1.3724 -4.8186  -0.521
C 3.9850 -3.3049 -6.1367  -1.065
H 3.5438 0.0799 -6.8614  0.293
H 4.7315 -0.9972 -7.6291  0.339
H 2.9737 -1.2757 -7.8599  0.335
H 4.9804 -3.4519 -6.5630  0.355
H 3.2225 -3.7305 -6.7940  0.321
H 3.9389 -3.8165 -5.1693  0.244

Atoms 1-2, force components in eV/Å:
1.126 -1.044 -0.358
-0.376 0.172 2.309

---

Here is a structure of composition C29H25N5O2PtS from the OMol25 dataset. Energies are from wB97M-V/def2-TZVPD.

2S+1: 5
Total energy: -56062.418 eV
HOMO-LUMO gap (spin up / spin down): 6.257 / 3.437 eV
Charge: +4
Expectation value of S²: 6.034

Each line ends with the Mulliken spin population.
Atoms and positions in Å:
Pt 0.0042 -0.2380 0.0105  0.573
C -4.2605 0.5055 0.0908  0.006
O -3.4478 1.7532 0.1245  0.052
C -2.2236 1.4242 0.0968  0.009
N -1.9411 0.1199 0.1173  0.110
C -3.2124 -0.6311 0.2102  -0.026
C -3.3580 -1.7058 -0.8375  0.006
C -4.1218 -2.8225 -0.5323  0.006
C -4.3961 -3.7633 -1.5184  -0.003
C -3.8949 -3.5935 -2.8019  0.004
C -3.1222 -2.4812 -3.1053  -0.001
C -2.8552 -1.5350 -2.1255  0.006
C -1.1172 2.3982 0.0336  0.004
C -1.1415 3.7845 0.0101  0.017
C 0.0831 4.4537 -0.0525  0.000
C 1.2846 3.7420 -0.0900  0.017
C 1.2137 2.3573 -0.0651  0.005
N 0.0375 1.7406 -0.0059  0.023
C 2.2871 1.3452 -0.0965  0.009
N 1.9612 0.0518 -0.0850  0.108
C 3.2070 -0.7446 -0.1403  -0.024
C 4.2932 0.3601 -0.0652  0.006
O 3.5219 1.6326 -0.1258  0.053
C 3.3105 -1.7753 0.9564  0.010
C 2.8169 -1.5238 2.2342  0.003
C 3.0470 -2.4328 3.2581  -0.001
C 3.7734 -3.5887 3.0075  0.003
C 4.2660 -3.8386 1.7335  -0.002
C 4.0290 -2.9346 0.7044  0.004
H -4.7873 0.5030 -0.8597  0.002
H -4.9693 0.5563 0.9106  0.001
H -3.2501 -1.0834 1.2038  0.012
H -4.5247 -2.9553 0.4667  0.001
H -5.0216 -4.6151 -1.2859  0.000
H -4.1249 -4.3164 -3.5730  0.000
H -2.7674 -2.3269 -4.1160  0.000
H -2.2862 -0.6463 -2.3854  0.003
H -2.0809 4.3239 0.0370  0.000
H 0.1015 5.5367 -0.0723  0.001
H 2.2411 4.2490 -0.1346  0.000
H 3.2326 -1.2431 -1.1115  0.012
H 4.9926 0.3638 -0.8946  0.001
H 4.8318 0.3680 0.8786  0.002
H 2.2870 -0.6006 2.4535  0.002
H 2.7030 -2.2153 4.2608  0.000
H 3.9764 -4.2829 3.8120  0.000
H 4.8579 -4.7242 1.5420  0.000
H 4.4260 -3.1295 -0.2865  0.001
N -0.3291 -7.2945 -1.2965  0.544
C -0.1554 -6.5251 -0.1742  0.299
S 0.0597 -7.4813 1.2767  1.913
C -0.1111 -5.1004 -0.1290  -0.115
C -0.2047 -4.3814 1.0836  0.156
C -0.1649 -3.0111 1.0783  -0.015
N -0.0350 -2.2908 -0.0564  0.120
C 0.0632 -2.9610 -1.2239  -0.005
C 0.0311 -4.3288 -1.3028  0.127
H -0.2674 -8.3082 -1.2870  -0.019
H -0.5614 -6.8808 -2.1936  -0.025
H -0.3368 -4.8789 2.0384  -0.001
H -0.2412 -2.4578 2.0040  -0.003
H 0.1716 -2.3666 -2.1210  0.000
H 0.1467 -4.7821 -2.2781  0.008

Atoms 1-2, force components in eV/Å:
0.017 0.028 -0.241
-0.037 -0.170 -0.020

---

Here is the ion C36H32NO2S with charge +1 from the OMol25 dataset. Energies are from wB97M-V/def2-TZVPD.

Total energy: -54263.189 eV
HOMO-LUMO gap: 6.221 eV
Charge: +1
Energy relative to the best compared isomer or geometry (same formula, charge and spin): 0.0 kJ/mol

Each line ends with the Mulliken charge.
Atoms and positions in Å:
C 1.1374 0.1201 4.1076  -0.911
O 0.4236 0.4135 2.9027  -0.453
C 0.3194 -0.3902 1.7237  1.818
C -0.6750 -1.5480 1.9845  0.091
C -0.8805 -2.1880 3.2057  -0.308
C -1.9322 -3.1047 3.3142  -0.815
C -2.7184 -3.4345 2.2083  -0.712
C -2.4337 -2.8419 0.9792  -1.079
C -1.4067 -1.9238 0.8721  -0.304
C 1.7459 -0.9176 1.4008  -0.599
N 2.1612 -2.2331 1.2672  0.225
C 1.3684 -3.4314 0.8937  -0.842
C 3.5427 -2.4419 1.4269  0.757
C 4.1910 -1.2641 1.7012  0.963
C 5.5683 -1.3066 1.9936  -0.718
C 6.2188 -2.5489 2.1309  -0.640
C 5.5099 -3.7479 1.8593  -0.719
C 4.1874 -3.6865 1.4479  -0.991
S 3.0887 0.0981 1.6348  0.041
H 1.5893 1.0809 4.3739  0.302
H 0.3990 -0.1603 4.8785  0.319
H 1.9611 -0.6620 4.0371  0.388
H -0.2842 -1.9392 4.0752  0.385
H -2.1409 -3.5354 4.2958  0.454
H -3.5417 -4.1622 2.3126  0.395
H -3.0542 -3.0841 0.1140  0.466
H -1.1841 -1.4353 -0.0712  0.996
H 2.0808 -4.2435 0.5681  0.364
H 0.8328 -3.8272 1.7800  0.381
H 0.7007 -3.2497 0.0165  0.251
H 6.1096 -0.3713 2.1021  0.430
H 7.2831 -2.6120 2.4173  0.386
H 5.9907 -4.7183 1.9450  0.419
H 3.6873 -4.6089 1.1704  0.308
C -5.6100 3.0149 2.3208  -1.450
C -4.4002 2.2333 1.8912  0.944
C -3.5589 1.5875 2.7976  -1.429
C -2.3064 1.0933 2.4379  -0.150
C -1.7933 1.1910 1.1517  0.282
C -0.3083 0.8184 0.8632  0.587
C -0.0956 0.7068 -0.6559  0.510
C -1.0862 0.4033 -1.6252  0.194
C -0.8211 0.5092 -3.0029  -1.086
C 0.4804 0.7240 -3.4472  -0.255
O 0.8645 0.8141 -4.7957  -0.469
C 0.4934 1.8491 -5.6489  0.711
C 1.4829 2.3142 -6.5256  -0.531
C 1.2511 3.4671 -7.2688  -0.400
C 0.0100 4.1078 -7.1822  -0.506
C -1.0219 3.5548 -6.4141  -0.584
C -0.7949 2.3981 -5.6472  -0.179
C 1.4906 0.9105 -2.4960  -1.146
C 1.1942 0.9082 -1.1205  -0.630
C -2.7037 1.7915 0.2281  -0.482
C -3.9701 2.2428 0.5707  -1.364
H -6.3717 3.0090 1.5316  0.382
H -6.0271 2.5875 3.2353  0.374
H -5.3752 4.0712 2.5388  0.278
H -3.9219 1.5528 3.8180  0.366
H -1.7357 0.6048 3.2174  0.262
H 0.3032 1.7531 1.2032  0.881
H -2.0729 0.0214 -1.3706  0.866
H -1.6149 0.3618 -3.7567  0.535
H 2.4196 1.7638 -6.5315  0.410
H 2.0734 3.8403 -7.8882  0.346
H -0.1304 5.0294 -7.7482  0.365
H -1.9937 4.0525 -6.4053  0.364
H -1.6153 1.9623 -5.0858  0.241
H 2.5047 1.0676 -2.8391  0.439
H 2.0069 0.9507 -0.4194  0.384
H -2.4685 1.9333 -0.8223  0.529
H -4.6224 2.7049 -0.1776  0.363

Atoms 1-2, force components in eV/Å:
0.221 -0.550 0.156
1.245 -0.250 0.595